The following is a DFT calculation (the ωB97M-V functional and the def2-TZVPD basis) of a molecular structure, C36H71AsCoN4O2S2Si6Te.

The total charge is -2. The expectation value of S² is 1.05. Its gap between HOMO and LUMO (spin up / spin down) is 4.77 / 4.77 eV. The calculation puts the total energy at -223241.1108 eV. The lowest unoccupied orbital energy (spin up / spin down) comes out at 0.13939 / 0.13942 Eh. The HOMO energy (spin up / spin down) is -0.0359 / -0.0357 Eh. Its spin multiplicity is 2. Its largest force on an atom is 1.9 eV/A.

Each line ends with the Löwdin charge.
Positions of all 124 atoms, in Å:
Co  -0.22488  0.40670  -1.13584  0.209
C  -4.85281  -2.07403  -2.39763  -0.052
C  -3.95335  -1.20774  -1.55433  -0.278
C  -3.75567  -1.49901  -0.20923  -0.051
C  -2.92775  -0.68790  0.55984  -0.275
C  -2.72930  -0.95593  2.01888  -0.060
C  -2.26518  0.36830  -0.03662  -0.086
C  -2.42127  0.69127  -1.42691  -0.339
C  -3.32968  -0.12759  -2.14665  0.012
N  -1.65157  1.72081  -1.82714  0.018
C  -1.94700  2.69811  -2.84023  -0.609
C  -0.61511  3.18727  -3.42615  -0.041
C  -2.63341  3.87505  -2.10853  -0.041
C  -2.85553  2.29242  -4.01632  -0.053
H  -5.19811  -2.94276  -1.83852  0.067
H  -4.30919  -2.42074  -3.27681  0.076
H  -5.72840  -1.50900  -2.73050  0.075
H  -4.25018  -2.34849  0.24248  0.108
H  -3.66318  -1.26129  2.49076  0.080
H  -2.34791  -0.07021  2.52221  0.088
H  -1.99887  -1.75484  2.14608  0.023
H  -1.75791  1.10573  0.58441  0.095
H  -3.49740  0.02825  -3.19821  0.089
H  0.06417  3.44288  -2.61650  0.076
H  -0.76330  4.05708  -4.06939  0.077
H  -0.16139  2.39395  -4.01673  0.067
H  -1.99311  4.20759  -1.29750  0.052
H  -3.57625  3.54225  -1.67840  0.078
H  -2.82515  4.70482  -2.78839  0.074
H  -2.46622  1.40767  -4.50970  0.045
H  -2.88279  3.10151  -4.74781  0.078
H  -3.87430  2.11194  -3.68097  0.073
C  3.46652  -5.18296  3.20457  -0.217
Si  3.12374  -3.41710  2.48564  0.390
C  4.20824  -3.43010  0.90313  -0.229
C  4.09306  -2.29839  3.71023  -0.213
Si  0.88105  -2.71304  1.95788  0.004
Te  1.14998  -0.46183  0.84468  0.519
Si  -0.21245  -2.99407  4.13222  0.430
C  -2.09939  -2.98716  4.60174  -0.235
C  0.28694  -4.64089  5.00887  -0.229
C  0.48478  -1.66075  5.32301  -0.222
Si  0.14841  -4.33178  0.39720  0.362
C  -1.71641  -4.32521  -0.00484  -0.211
C  0.52701  -6.13671  0.94808  -0.221
C  1.04607  -4.07194  -1.26301  -0.205
H  4.52985  -5.36368  3.34544  0.019
H  3.08990  -5.95629  2.54385  -0.007
H  2.98858  -5.32774  4.16698  -0.013
H  5.26812  -3.53074  1.12091  0.018
H  4.06805  -2.50453  0.35478  0.007
H  3.92698  -4.24936  0.24707  0.003
H  5.07977  -2.69323  3.93993  0.020
H  3.56253  -2.18633  4.64992  0.000
H  4.21886  -1.30841  3.28951  -0.001
H  -2.70346  -3.56086  3.90592  0.008
H  -2.49913  -1.97824  4.62361  0.006
H  -2.25569  -3.41824  5.59157  0.016
H  -0.10000  -5.51441  4.49207  0.012
H  -0.07026  -4.67971  6.03634  0.019
H  1.36410  -4.73585  5.04335  -0.020
H  0.40423  -0.66968  4.88929  0.009
H  1.53760  -1.83778  5.51602  0.000
H  -0.02760  -1.64734  6.28227  0.021
H  -2.32631  -4.45846  0.88442  0.014
H  -1.98328  -5.10754  -0.71242  0.025
H  -1.98531  -3.37529  -0.45442  0.006
H  0.05001  -6.36303  1.89628  0.007
H  1.59235  -6.28546  1.08092  -0.010
H  0.18443  -6.87008  0.22223  0.016
H  0.82574  -3.08188  -1.65298  0.002
H  0.73735  -4.78221  -2.02640  0.029
H  2.12462  -4.14472  -1.15989  0.006
N  -1.31238  2.09474  -9.13413  0.077
C  -0.99165  1.35372  -7.99284  -0.334
C  -1.98050  0.68459  -7.27596  -0.037
C  -1.63512  -0.13096  -6.20709  -0.083
C  -0.30848  -0.27723  -5.84940  -0.269
C  0.67882  0.38135  -6.55663  -0.074
C  0.34126  1.19935  -7.62190  -0.031
S  0.12180  -1.40082  -4.50399  0.567
O  1.36912  -2.02773  -4.90109  -0.373
O  -1.00706  -2.27886  -4.33773  -0.321
N  0.30394  -0.49774  -3.17924  -0.128
C  1.41463  0.19222  -3.01994  -0.742
S  2.87421  0.07817  -3.99801  1.037
C  3.60138  1.28447  -2.96221  -0.391
C  2.73963  1.65384  -1.99314  -0.260
N  1.52944  1.05213  -2.03878  -0.065
H  -2.26346  2.42957  -9.16403  0.078
H  -0.63713  2.81160  -9.35647  0.079
H  -3.01710  0.80614  -7.55958  0.107
H  -2.37362  -0.68960  -5.65441  0.106
H  1.70788  0.22853  -6.28124  0.053
H  1.11235  1.71125  -8.18165  0.105
H  4.60722  1.60619  -3.13675  0.042
H  2.92022  2.36140  -1.20035  0.060
C  1.15440  2.87897  5.03160  -0.241
Si  2.35823  2.95065  3.53141  0.094
C  3.31236  1.29605  3.65183  -0.279
C  3.68585  4.27301  4.01502  -0.254
As  1.44972  3.26033  1.44199  0.556
Si  0.04127  4.98519  2.00550  0.092
C  -1.68707  4.46017  2.67949  -0.247
C  -0.34445  6.06477  0.46340  -0.257
C  0.63202  6.32630  3.26371  -0.254
H  1.64192  2.60903  5.96487  0.008
H  0.38733  2.13514  4.83585  0.003
H  0.65297  3.83043  5.18338  -0.012
H  3.94509  1.22389  4.53262  0.018
H  3.93774  1.16497  2.77383  0.010
H  2.61017  0.46879  3.66799  -0.028
H  4.14535  4.09379  4.98433  0.001
H  3.25172  5.26804  4.03525  -0.016
H  4.47828  4.28226  3.27014  0.003
H  -2.15472  3.77749  1.97472  -0.001
H  -2.37265  5.28959  2.84527  0.004
H  -1.57640  3.92826  3.62142  -0.003
H  -0.64997  5.42354  -0.35590  -0.026
H  0.54578  6.59871  0.13996  0.007
H  -1.13361  6.79407  0.63206  0.010
H  0.80036  5.89019  4.24318  -0.013
H  -0.07875  7.14083  3.38299  0.005
H  1.57409  6.75816  2.93503  0.005